(1)
ORCA calculation (the ωB97M-V functional and the def2-TZVPD basis) on a structure of composition C24H21N3PbS8.

Computed properties:
Highest occupied orbital energy in eV: -7.02
Relative energy (zero: lowest compared OMol25 entry of this formula, charge and spin) in kcal per mole: 10.09
LUMO level in eV: -0.0264
Electronic energy in Ha: -4469.8497

```
! wB97M-V def2-TZVPD RIJCOSX def2/J DEFGRID3
* xyz 0 1
Pb -0.363 -0.737 0.272
S -1.321 -3.193 1.346
C 0.228 -3.777 1.988
C 0.219 -4.525 3.176
C 1.377 -5.003 3.765
C 2.608 -4.790 3.157
C 2.650 -4.094 1.963
C 1.492 -3.563 1.404
S 1.615 -2.715 -0.155
C 3.111 -1.675 -0.016
C 3.042 -0.146 -0.070
C 4.260 0.515 -0.199
C 4.268 1.889 -0.298
C 3.067 2.582 -0.257
C 1.892 1.871 -0.102
C 0.568 2.619 -0.059
S -0.366 2.147 1.438
C -2.080 2.589 1.206
C -2.524 3.460 2.203
C -3.855 3.823 2.328
C -4.780 3.340 1.424
C -4.361 2.485 0.416
C -3.031 2.074 0.292
S -2.821 0.833 -0.983
N 1.899 0.529 -0.015
H -0.742 -4.720 3.637
H 1.315 -5.565 4.689
H 3.519 -5.184 3.589
H 3.601 -3.965 1.460
H 3.732 -1.985 -0.856
H 3.630 -1.964 0.897
H 5.182 -0.052 -0.228
H 5.203 2.424 -0.409
H 3.041 3.660 -0.348
H -0.022 2.419 -0.952
H 0.769 3.686 -0.013
H -1.793 3.848 2.901
H -4.159 4.493 3.123
H -5.823 3.624 1.493
H -5.076 2.105 -0.302
S 0.445 2.007 -4.008
C -0.398 1.004 -3.001
S -0.044 -0.601 -2.599
S -1.885 1.889 -2.521
C 2.001 -1.113 6.069
N 0.693 -1.398 5.504
C -0.404 -1.913 6.189
C -1.407 -2.030 5.302
N -0.925 -1.556 4.092
C 0.374 -1.195 4.202
S 1.383 -0.599 2.987
H 2.045 -1.553 7.062
H 2.170 -0.039 6.130
H 2.769 -1.547 5.434
H -0.361 -2.148 7.238
H -2.410 -2.397 5.417
H -1.342 -1.741 3.179
*
```

***

(2)
ORCA calculation (the ωB97M-V functional and the def2-TZVPD basis) on a structure of composition IOV.

Computed properties:
Highest occupied orbital energy (alpha / beta) in eV: -14.45 / -15.01
Relative energy (zero: lowest compared OMol25 entry of this formula, charge and spin) in kcal per mole: 20.63
LUMO level (alpha / beta) in eV: -9.0328 / -8.1944
Electronic energy in Ha: -1316.5496
Expectation value of S²: 0.97

```
! wB97M-V def2-TZVPD RIJCOSX def2/J DEFGRID3
* xyz 1 2
O 0.446 1.924 0.379
V 0.156 0.421 -0.093
I -0.602 -2.344 -0.287
*
```

***

(3)
ORCA calculation (the ωB97M-V functional and the def2-TZVPD basis) on the molecule C25H28N4O2.

Computed properties:
Highest occupied orbital energy in eV: -7.71
Relative energy (zero: lowest compared OMol25 entry of this formula, charge and spin) in kcal per mole: 24.31
LUMO level in eV: 0.6033
Electronic energy in Ha: -1338.9831

```
! wB97M-V def2-TZVPD RIJCOSX def2/J DEFGRID3
* xyz 0 1
C -5.922 -1.864 -2.403
C -5.613 -1.300 -1.024
O -4.657 -0.274 -1.184
C -4.253 0.426 -0.085
C -4.671 0.178 1.217
C -4.175 0.970 2.241
C -3.272 1.979 1.994
C -2.834 2.235 0.688
N -1.967 3.283 0.467
C -1.056 3.353 -0.653
C 0.146 2.444 -0.510
C 0.012 1.125 -0.212
C 1.161 0.320 -0.051
C 1.458 -1.047 0.226
C 0.496 -2.167 0.492
C -0.421 -2.348 -0.724
C 1.274 -3.460 0.742
C -0.343 -1.825 1.731
N 2.756 -1.228 0.230
N 3.354 -0.036 -0.016
C 4.751 0.052 -0.054
C 5.415 1.204 0.354
C 6.797 1.255 0.291
C 7.519 0.163 -0.160
C 6.856 -0.994 -0.535
C 5.477 -1.054 -0.486
C 2.415 0.921 -0.201
N 2.550 2.226 -0.524
C 1.449 3.066 -0.694
O 1.642 4.235 -0.977
C -3.344 1.449 -0.342
H -6.314 -1.079 -3.044
H -5.016 -2.259 -2.853
H -6.657 -2.659 -2.321
H -5.215 -2.091 -0.372
H -6.528 -0.897 -0.567
H -5.368 -0.612 1.445
H -4.499 0.782 3.255
H -2.893 2.582 2.807
H -1.582 3.670 1.317
H -0.692 4.381 -0.737
H -1.600 3.115 -1.569
H -0.971 0.696 -0.094
H 0.169 -2.550 -1.616
H -1.091 -3.189 -0.557
H -1.023 -1.461 -0.902
H 1.946 -3.337 1.586
H 0.586 -4.276 0.951
H 1.870 -3.715 -0.129
H -1.025 -2.644 1.951
H -0.931 -0.924 1.576
H 0.302 -1.672 2.593
H 4.867 2.043 0.756
H 7.310 2.151 0.606
H 8.596 0.211 -0.206
H 7.416 -1.853 -0.872
H 4.940 -1.946 -0.767
H 3.458 2.639 -0.703
H -3.053 1.603 -1.369
*
```

***

(4)
ORCA calculation (the ωB97M-V functional and the def2-TZVPD basis) on a structure of composition C17H15BrCl3N2O7Y.

Computed properties:
Highest occupied orbital energy in eV: -8.30
Relative energy (zero: lowest compared OMol25 entry of this formula, charge and spin) in kcal per mole: 20.47
LUMO level in eV: 0.1005
Electronic energy in Ha: -5286.1388

```
! wB97M-V def2-TZVPD RIJCOSX def2/J DEFGRID3
* xyz 0 1
Y 0.062 0.053 0.122
O -0.772 -2.335 -0.718
C 0.414 -3.144 -0.742
C 1.044 -3.034 0.634
N 1.409 -1.640 0.956
C 2.768 -1.284 0.504
C 2.948 0.251 0.358
O 4.069 0.707 0.351
O 1.843 0.924 0.265
C 1.229 -1.402 2.403
C -0.277 -1.182 2.726
O -0.701 -1.453 3.829
O -0.955 -0.693 1.736
H -1.402 -2.679 -1.352
H 0.162 -4.187 -0.942
H 1.093 -2.785 -1.517
H 0.292 -3.357 1.355
H 1.915 -3.691 0.715
H 3.537 -1.647 1.192
H 2.947 -1.716 -0.482
H 1.616 -2.225 3.007
H 1.765 -0.494 2.690
O -3.008 3.921 4.498
C -2.349 3.308 3.506
C -2.976 2.741 2.399
C -2.200 2.128 1.447
N -0.862 2.037 1.489
C -0.284 2.593 2.561
Br 1.595 2.526 2.732
C -0.966 3.230 3.579
H -3.959 3.883 4.355
H -4.053 2.763 2.291
H -2.691 1.663 0.602
H -0.433 3.645 4.421
Cl -1.356 0.951 -7.090
C -0.743 0.549 -5.521
C -1.381 1.031 -4.394
C -0.864 0.694 -3.160
Cl -1.615 1.254 -1.682
C 0.277 -0.105 -2.970
O 0.728 -0.402 -1.796
C 0.873 -0.578 -4.165
Cl 2.266 -1.585 -3.999
C 0.384 -0.258 -5.413
H -2.261 1.653 -4.477
H 0.868 -0.630 -6.305
*
```

***

(5)
ORCA calculation (the ωB97M-V functional and the def2-TZVPD basis) on a cluster of 2 separate species, C3H12NO2 in total.

Computed properties:
Highest occupied orbital energy in eV: -15.04
Relative energy (zero: lowest compared OMol25 entry of this formula, charge and spin) in kcal per mole: 8.68
LUMO level in eV: -3.3975
Electronic energy in Ha: -326.4993

```
! wB97M-V def2-TZVPD RIJCOSX def2/J DEFGRID3
* xyz 1 1
C 0.599 -0.518 -0.510
C 0.587 1.013 -0.598
C 0.202 1.466 -1.981
O -0.232 1.548 0.421
N 0.673 -0.925 0.913
H -0.299 -0.940 -0.943
H 1.431 -0.941 -1.075
H 1.605 1.341 -0.378
H 1.000 1.325 -2.719
H 0.053 2.540 -1.994
H -0.691 1.008 -2.393
H -1.163 1.483 0.151
H -0.151 -0.581 1.449
H 1.497 -0.536 1.374
H 0.664 -1.937 1.065
H -2.508 -1.282 2.454
H -1.690 -2.509 2.308
O -1.578 -1.555 2.456
*
```

***

(6)
ORCA calculation (the ωB97M-V functional and the def2-TZVPD basis) on the ion C10H17N2O2 with charge +1.

Computed properties:
Highest occupied orbital energy in eV: -12.74
Relative energy (zero: lowest compared OMol25 entry of this formula, charge and spin) in kcal per mole: 62.15
LUMO level in eV: -2.9005
Electronic energy in Ha: -650.9165

```
! wB97M-V def2-TZVPD RIJCOSX def2/J DEFGRID3
* xyz 1 1
C 1.969 -1.011 -1.847
C 2.329 -0.964 -0.318
C 3.755 -0.652 -0.065
C 1.383 0.148 0.264
N 1.458 0.392 1.635
C -0.176 -0.129 -0.179
O -0.622 -1.229 -0.723
C -1.969 -1.228 -0.816
O -2.558 -2.327 -1.172
C -2.393 -0.078 -0.216
N -1.226 0.591 0.163
C -1.519 1.799 0.887
C -3.036 1.964 0.976
C -3.613 0.642 0.390
H 2.800 -1.006 -2.617
H 1.243 -1.710 -2.358
H 1.320 -0.134 -2.122
H 1.989 -1.819 0.196
H 3.889 0.461 -0.220
H 4.580 -1.278 -0.544
H 4.127 -0.947 0.973
H 1.521 1.123 -0.300
H 2.365 0.908 1.944
H 1.348 -0.387 2.272
H -1.858 -2.963 -1.333
H -1.052 2.657 0.203
H -0.935 1.736 1.821
H -3.329 2.849 0.460
H -3.258 1.918 2.082
H -4.349 0.653 -0.506
H -4.183 0.024 1.073
*
```

***

(7)
ORCA calculation (the ωB97M-V functional and the def2-TZVPD basis) on a structure of composition C60H41IN5Na.

Computed properties:
Highest occupied orbital energy in eV: -0.97
Relative energy (zero: lowest compared OMol25 entry of this formula, charge and spin) in kcal per mole: 139.85
LUMO level in eV: 3.6682
Electronic energy in Ha: -3044.6687

```
! wB97M-V def2-TZVPD RIJCOSX def2/J DEFGRID3
* xyz -2 1
Na -0.071 -0.648 -0.759
C -6.755 2.342 -3.156
C -6.193 1.069 -3.128
C -5.218 0.750 -2.192
C -4.788 1.698 -1.271
C -5.347 2.974 -1.308
C -6.325 3.295 -2.242
C -3.712 1.355 -0.287
C -3.120 -0.073 -0.258
C -2.327 -0.497 0.892
C -1.187 0.213 1.059
C -1.382 1.510 0.259
N -2.347 1.080 -0.803
C -0.369 2.381 -0.458
C 0.917 2.067 -0.653
C 1.984 2.981 -1.144
C 3.107 2.579 -0.540
C 2.693 1.457 0.362
C 3.161 1.354 1.703
C 4.589 1.487 1.987
C 5.115 2.283 3.023
C 6.481 2.393 3.230
C 7.385 1.739 2.397
C 6.889 0.976 1.347
C 5.521 0.848 1.151
C 2.128 1.647 2.674
N 0.926 2.098 2.336
C 0.238 2.379 3.495
C -1.064 2.776 3.557
C -1.522 3.160 4.935
C -1.179 4.393 5.477
C -1.538 4.725 6.780
C -2.246 3.819 7.558
C -2.598 2.585 7.023
C -2.242 2.263 5.721
C -2.135 2.778 2.571
C -3.457 3.074 2.930
C -4.330 2.707 1.902
C -3.528 2.201 0.893
N -2.219 2.331 1.236
C 1.105 2.103 4.651
C 2.256 1.624 4.146
N 1.499 1.006 0.045
C -0.908 3.702 -0.899
C -0.462 4.851 -0.246
C -0.956 6.102 -0.591
C -1.912 6.222 -1.591
C -2.369 5.082 -2.241
C -1.874 3.830 -1.897
H -7.516 2.589 -3.887
H -6.519 0.319 -3.840
H -4.758 -0.231 -2.143
H -4.999 3.721 -0.604
H -6.747 4.293 -2.258
H -2.602 -1.358 1.487
H -0.427 0.111 1.820
H 1.828 3.847 -1.768
H 4.080 3.049 -0.542
H 4.432 2.838 3.654
H 6.848 3.018 4.038
H 8.452 1.827 2.560
H 7.570 0.454 0.685
H 5.148 0.225 0.346
H -0.616 5.089 4.867
H -1.258 5.689 7.188
H -2.518 4.070 8.577
H -3.146 1.869 7.623
H -2.513 1.303 5.296
H -3.745 3.491 3.880
H -5.407 2.764 1.894
H 0.838 2.197 5.694
H 3.107 1.253 4.701
H 0.266 4.739 0.550
H -0.601 6.983 -0.067
H -2.305 7.197 -1.856
H -3.125 5.161 -3.014
H -2.238 2.938 -2.389
I -0.275 -3.638 1.876
C -1.333 -4.490 0.277
C -2.266 -5.436 0.596
C -2.989 -6.076 -0.436
C -2.736 -5.761 -1.738
C -1.759 -4.790 -2.077
C -1.478 -4.504 -3.440
C -0.518 -3.591 -3.753
C 0.164 -2.905 -2.716
C -0.057 -3.092 -1.365
C -1.033 -4.097 -1.063
H -2.447 -5.697 1.629
H -3.739 -6.817 -0.183
H -3.277 -6.254 -2.540
H -2.037 -5.022 -4.213
H -0.284 -3.382 -4.793
H 0.929 -2.189 -3.031
N 2.641 -2.033 0.067
C 3.774 -2.771 -0.116
C 3.884 -3.660 -1.201
C 5.042 -4.390 -1.399
C 6.135 -4.260 -0.545
C 6.033 -3.376 0.524
C 4.877 -2.647 0.744
H 1.773 -2.350 -0.374
H 2.554 -1.492 0.913
H 3.040 -3.767 -1.873
H 5.096 -5.071 -2.241
H 7.038 -4.836 -0.706
H 6.871 -3.248 1.201
H 4.818 -1.951 1.574
*
```

***

(8)
ORCA calculation (the ωB97M-V functional and the def2-TZVPD basis) on a cluster of 2 separate species, C3H7NO in total.

Computed properties:
Highest occupied orbital energy in eV: -9.28
Relative energy (zero: lowest compared OMol25 entry of this formula, charge and spin) in kcal per mole: 75.53
LUMO level in eV: 0.9193
Electronic energy in Ha: -248.4061

```
! wB97M-V def2-TZVPD RIJCOSX def2/J DEFGRID3
* xyz 0 1
N -3.439 0.997 -1.202
C -2.459 1.867 -0.694
O -2.270 3.064 -0.878
H -4.532 1.260 -1.263
H -3.168 0.121 -1.627
H -1.576 1.269 -0.295
C 4.419 -2.192 1.394
C 3.851 -3.485 1.487
H 5.461 -2.114 1.360
H 3.892 -1.277 1.049
H 4.279 -4.178 2.201
H 3.013 -3.713 0.896
*
```

***

The calculation returns the following max |F| values, one per record and in order: 0.0091, 0.0756, 0.0200, 0.0560, 0.0206, 0.0825, 0.0140, 0.0962 hartree/bohr.